(1)
{
  "formula": "C7H13N",
  "method": "wB97M-V/def2-TZVPD",
  "homo_energy_ev": -9.003,
  "charge": 0,
  "largest_force_ev_per_a": 2.92,
  "homo_lumo_gap_ev": 10.0,
  "symbols": ["C", "C", "C", "C", "C", "C", "C", "H", "H", "H", "H", "H", "H", "H", "H", "H", "H", "H", "H", "H", "N"],
  "xyz": [[1.515, -1.238, -0.222], [0.622, -0.001, -0.047], [1.485, 1.235, -0.197], [-0.191, -0.053, 1.287], [-1.614, 0.018, 0.649], [-1.399, -0.995, -0.500], [-1.339, 1.000, -0.538], [2.242, -1.259, 0.651], [0.964, -2.212, -0.166], [2.114, -1.227, -1.188], [2.242, 1.442, 0.645], [1.999, 1.304, -1.139], [0.906, 2.132, -0.171], [0.032, 0.761, 1.990], [-0.025, -0.996, 1.716], [-2.515, 0.186, 1.323], [-2.245, -1.077, -1.139], [-1.071, -2.009, -0.384], [-2.264, 1.029, -1.151], [-1.024, 1.983, -0.354], [-0.435, -0.022, -1.066]]
}

***

(2)
{
  "formula": "C7H11N4O4",
  "method": "wB97M-V/def2-TZVPD",
  "homo_energy_ev": -3.187,
  "charge": -1,
  "largest_force_ev_per_a": 2.96,
  "homo_lumo_gap_ev": 6.0,
  "symbols": ["C", "C", "C", "C", "C", "C", "C", "N", "N", "N", "N", "O", "O", "O", "O", "H", "H", "H", "H", "H", "H", "H", "H", "H", "H", "H"],
  "xyz": [[1.733, 0.979, -1.977], [0.815, 0.586, -0.961], [3.547, 0.897, -0.583], [-2.628, -0.629, -0.356], [0.609, 0.226, 1.418], [-4.142, -2.259, 0.746], [-0.705, 0.650, -1.281], [3.001, 1.139, -1.652], [1.312, 0.387, 0.228], [-2.811, -1.828, 0.272], [4.594, 1.010, 0.133], [5.409, 0.144, 0.609], [-3.562, 0.087, -0.595], [4.777, 2.384, 0.792], [-1.329, -0.520, -0.682], [1.426, 1.195, -3.004], [0.388, 1.272, 1.548], [-0.223, -0.407, 1.333], [1.014, -0.238, 2.352], [-4.047, -3.068, 1.568], [-4.614, -1.297, 1.097], [-4.648, -2.893, -0.119], [-1.030, 0.626, -2.297], [-1.118, 1.499, -0.841], [4.273, 2.314, 1.615], [-2.040, -2.257, 0.637]]
}

***

(3)
{
  "formula": "CH3PS",
  "method": "wB97M-V/def2-TZVPD",
  "homo_energy_ev": [-9.230, -8.695],
  "charge": 0,
  "largest_force_ev_per_a": 0.84,
  "homo_lumo_gap_ev": [8.0, 6.6],
  "symbols": ["C", "P", "S", "H", "H", "H"],
  "xyz": [[0.389, -0.257, -0.182], [-1.257, 0.627, -0.075], [2.065, 0.417, -0.022], [0.325, -0.986, 0.635], [0.379, -0.836, -1.109], [-0.760, 1.810, 0.493]]
}

***

(4)
{
  "formula": "C4H7NO",
  "method": "wB97M-V/def2-TZVPD",
  "homo_energy_ev": -8.739,
  "charge": 0,
  "largest_force_ev_per_a": 1.13,
  "smiles": "C/N=C/[C@H]1CO1",
  "homo_lumo_gap_ev": 9.2,
  "symbols": ["C", "N", "C", "C", "C", "O", "H", "H", "H", "H", "H", "H", "H"],
  "xyz": [[-1.971, 0.042, 0.464], [-0.755, 0.818, 0.298], [-0.233, 0.397, -0.775], [1.061, -0.296, -0.620], [2.035, 0.176, 0.355], [1.186, -0.898, 0.682], [-1.612, -0.971, 0.737], [-2.632, -0.077, -0.412], [-2.453, 0.481, 1.313], [-0.822, 0.232, -1.690], [1.306, -0.991, -1.415], [3.078, -0.080, 0.206], [1.805, 1.117, 0.855]]
}

***

(5)
{
  "formula": "C4H13N2O2",
  "method": "wB97M-V/def2-TZVPD",
  "homo_energy_ev": -13.497,
  "charge": 1,
  "largest_force_ev_per_a": 1.70,
  "homo_lumo_gap_ev": 10.7,
  "symbols": ["N", "C", "C", "N", "C", "C", "O", "H", "H", "H", "H", "H", "H", "H", "H", "H", "H", "H", "H", "H", "O"],
  "xyz": [[1.284, -0.477, -1.547], [1.656, -0.843, -0.175], [0.634, -0.331, 0.829], [0.649, 1.121, 0.713], [-0.600, 1.807, 0.636], [-1.138, 1.865, -0.752], [-0.557, 1.443, -1.712], [2.102, -0.451, -2.166], [0.780, 0.443, -1.490], [0.599, -1.090, -1.985], [1.937, -1.861, -0.037], [2.606, -0.371, -0.017], [0.945, -0.610, 1.807], [-0.321, -0.767, 0.572], [1.259, 1.572, 1.330], [-1.394, 1.441, 1.292], [-0.455, 2.808, 0.921], [-2.155, 2.266, -0.822], [-3.254, -3.076, 0.635], [-2.179, -2.267, 1.409], [-2.400, -2.622, 0.560]]
}

***

(6)
{
  "formula": "C4H8OS",
  "method": "wB97M-V/def2-TZVPD",
  "homo_energy_ev": -8.484,
  "charge": 0,
  "largest_force_ev_per_a": 2.05,
  "smiles": "C1COCSC1",
  "homo_lumo_gap_ev": 9.5,
  "symbols": ["C", "C", "O", "C", "S", "C", "H", "H", "H", "H", "H", "H", "H", "H"],
  "xyz": [[0.975, 1.109, 0.462], [1.740, -0.135, -0.014], [0.800, -1.077, -0.531], [-0.291, -1.328, 0.289], [-1.538, 0.050, 0.052], [-0.277, 1.250, -0.423], [0.728, 1.014, 1.562], [1.588, 2.023, 0.458], [2.373, 0.112, -0.887], [2.300, -0.546, 0.782], [0.022, -1.236, 1.373], [-0.790, -2.262, 0.048], [-0.043, 1.132, -1.449], [-0.846, 2.198, -0.348]]
}

***

(7)
{
  "formula": "C6H6",
  "method": "wB97M-V/def2-TZVPD",
  "homo_energy_ev": -8.627,
  "charge": 0,
  "largest_force_ev_per_a": 5.63,
  "smiles": "c1ccccc1",
  "homo_lumo_gap_ev": 9.5,
  "symbols": ["C", "C", "C", "C", "C", "C", "H", "H", "H", "H", "H", "H"],
  "xyz": [[0.452, 0.639, 1.077], [1.030, -0.570, 0.755], [0.443, -1.307, -0.301], [-0.666, -0.739, -0.947], [-1.185, 0.569, -0.505], [-0.248, 1.355, 0.106], [0.884, 1.067, 2.092], [1.907, -0.954, 1.291], [0.732, -2.241, -0.362], [-1.167, -1.251, -1.818], [-1.843, 1.072, -1.223], [-0.338, 2.360, -0.165]]
}

***

(8)
{
  "formula": "C8H10",
  "method": "wB97M-V/def2-TZVPD",
  "homo_energy_ev": -9.015,
  "charge": 0,
  "largest_force_ev_per_a": 1.18,
  "smiles": "CCc1ccccc1",
  "homo_lumo_gap_ev": 10.1,
  "symbols": ["C", "C", "C", "C", "C", "C", "C", "C", "H", "H", "H", "H", "H", "H", "H", "H", "H", "H"],
  "xyz": [[-1.135, -2.481, -0.764], [-1.343, -1.443, 0.355], [-0.478, -0.211, 0.249], [-0.169, 0.326, -1.001], [0.785, 1.315, -1.185], [1.493, 1.806, -0.087], [1.144, 1.324, 1.164], [0.219, 0.302, 1.338], [-1.538, -2.069, -1.675], [-0.073, -2.613, -0.933], [-1.606, -3.425, -0.511], [-2.372, -1.107, 0.246], [-1.288, -1.860, 1.354], [-0.583, -0.096, -1.908], [1.032, 1.629, -2.191], [2.335, 2.464, -0.247], [1.794, 1.605, 1.990], [0.069, -0.035, 2.357]]
}